# 1
Below is a 2-piece molecular cluster, C2H9N3 overall at a distorted geometry, with properties calculated with ωB97M-V/def2-TZVPD.

The geometry in XYZ format:
```
14
Properties=species:S:1:pos:R:3:mulliken_charge:R:1
H -2.461 -0.145 -0.541 0.222
N -1.513 -0.484 -0.764 -0.707
C -0.462 0.144 -0.371 0.523
C -0.613 1.409 0.436 -0.948
N 0.819 -0.376 -0.709 -0.096
N 1.987 0.269 -0.325 -0.607
H 0.366 1.849 0.713 0.359
H -1.178 2.160 -0.154 0.266
H -1.171 1.187 1.370 0.259
H 0.882 -1.251 -1.253 0.271
H 2.525 0.496 -1.191 0.237
H 2.545 -0.398 0.255 0.235
H -0.961 -2.211 1.527 -0.052
H -0.766 -2.649 1.006 0.039
```

As for the LUMO energy: 0.0383 Ha. As for the total charge: 0. The total energy comes out at -6688.155 eV. The value obtained for the relative energy (zero: lowest compared OMol25 entry of this formula, charge and spin) is 2.354 eV. The structure (SMILES) is [H]/N=C(\C)NN.[H][H].



# 2
Below is C23H24LaN6O4 as an isolated structure at a distorted geometry, with properties calculated with ωB97M-V/def2-TZVPD.

The geometry in XYZ format:
```
58
Properties=species:S:1:pos:R:3:mulliken_charge:R:1
La 0.872 0.157 -0.293 1.256
O -1.741 -3.806 3.096 -0.640
C -0.981 -3.076 3.915 0.364
C -1.107 -3.341 5.280 -0.671
C -0.372 -2.631 6.199 -0.341
C 0.511 -1.633 5.791 -0.771
C 0.640 -1.356 4.451 -0.532
C -0.090 -2.061 3.485 0.387
C 0.103 -1.702 2.067 1.137
O 0.832 -0.663 1.791 -0.844
N -0.472 -2.435 1.144 -0.900
N -0.244 -1.963 -0.146 0.030
C -0.667 -2.751 -1.080 0.127
C -0.600 -2.511 -2.498 0.373
C -1.240 -3.441 -3.328 -0.839
C -1.263 -3.276 -4.695 -0.724
C -0.636 -2.168 -5.259 -0.413
C 0.012 -1.236 -4.474 -0.486
C 0.051 -1.392 -3.086 0.474
O 0.673 -0.517 -2.321 -0.662
H -1.552 -3.525 2.169 0.486
H -1.794 -4.116 5.586 0.444
H -0.484 -2.854 7.249 0.385
H 1.086 -1.083 6.519 0.420
H 1.318 -0.585 4.113 0.389
H -1.137 -3.684 -0.766 0.342
H -1.731 -4.294 -2.877 0.389
H -1.762 -3.999 -5.322 0.412
H -0.651 -2.034 -6.331 0.385
H 0.508 -0.381 -4.911 0.452
C 3.684 -2.298 -0.535 -0.741
C 4.167 -0.902 -0.396 0.401
N 3.416 0.185 -0.306 -0.125
C 4.290 1.248 -0.189 -0.428
C 5.567 0.791 -0.211 -0.405
N 5.471 -0.570 -0.343 -0.052
H 2.591 -2.331 -0.565 -0.031
H 4.011 -2.909 0.307 0.336
H 4.051 -2.747 -1.459 0.355
H 3.948 2.263 -0.094 0.399
H 6.512 1.294 -0.146 0.404
H 6.239 -1.218 -0.389 0.186
N -0.438 2.343 -0.131 -0.602
C -1.145 3.265 -0.093 0.710
N -1.905 4.305 -0.021 -0.032
C -3.325 4.181 0.346 -0.616
C -4.178 4.478 -0.882 -0.463
O -3.844 5.738 -1.422 -0.364
C -2.507 5.771 -1.872 -0.468
C -1.548 5.557 -0.706 -0.608
H -3.522 4.912 1.135 0.252
H -3.501 3.181 0.738 0.443
H -5.234 4.514 -0.614 0.349
H -4.037 3.692 -1.640 0.317
H -2.346 6.750 -2.324 0.351
H -2.347 4.999 -2.640 0.315
H -1.644 6.366 0.023 0.257
H -0.511 5.497 -1.034 0.430
```

As for the LUMO energy: -0.0938 Ha. As for the total charge: +1. The total energy comes out at -42228.666 eV.



# 3
Below is C25H56F2IKMgN6O10S as an isolated structure at a distorted geometry, with properties calculated with ωB97M-V/def2-TZVPD.

The geometry in XYZ format:
```
103
Properties=species:S:1:pos:R:3:mulliken_charge:R:1
C -5.386 -5.414 -1.538 -1.039
C -4.178 -4.345 -1.209 -0.001
C -4.359 -3.807 0.343 -0.625
C -3.282 -2.620 0.688 0.482
C -2.482 -2.803 2.111 -0.540
C -1.249 -1.706 2.154 -0.557
C 0.247 -2.366 2.258 0.158
C 0.476 -3.607 1.161 -0.144
C 1.956 -4.293 1.327 -0.618
C 2.532 -4.343 2.861 -0.628
N 2.172 -3.149 3.720 0.000
C 0.637 -2.990 3.722 -0.557
I 0.082 -1.761 5.444 0.116
H -6.424 -5.025 -1.149 0.281
H -5.465 -5.679 -2.682 0.302
H -5.112 -6.420 -0.983 0.255
H -3.116 -4.840 -1.277 0.111
H -4.212 -3.487 -2.015 0.198
H -5.462 -3.365 0.410 0.305
H -4.261 -4.697 1.103 0.266
H -2.507 -2.478 -0.194 -0.619
H -3.863 -1.583 0.761 0.252
H -3.249 -2.484 2.967 0.271
H -2.161 -3.902 2.354 0.319
H -1.489 -0.886 2.958 0.573
H -1.290 -1.143 1.102 0.008
H 1.045 -1.539 1.935 0.212
H -0.320 -4.468 1.334 0.282
H 0.359 -3.232 0.055 -0.069
H 2.697 -3.756 0.575 0.283
H 1.890 -5.427 0.960 0.271
H 3.722 -4.354 2.769 0.294
H 2.230 -5.309 3.460 0.265
H 2.609 -2.282 3.284 0.436
H 2.547 -3.197 4.701 0.423
H 0.208 -4.103 3.749 0.403
F -3.612 -1.486 -1.669 -0.794
Mg -0.842 -2.419 -0.741 0.822
C -0.045 -5.844 -3.694 0.650
O -0.814 -5.705 -2.755 -0.696
N 1.285 -5.964 -3.533 -0.276
N -0.460 -5.889 -4.973 -0.403
H 1.933 -6.079 -4.294 0.123
H 1.639 -5.935 -2.586 0.203
H -1.455 -5.803 -5.138 0.222
H 0.157 -6.003 -5.759 0.148
C 4.784 -8.467 3.628 -0.902
S 4.317 -8.485 1.880 0.434
O 4.006 -7.073 1.482 -0.521
C 2.741 -9.344 2.115 -0.909
H 5.735 -7.938 3.727 0.323
H 4.021 -7.951 4.215 0.239
H 4.903 -9.493 3.985 0.380
H 2.102 -8.774 2.793 0.257
H 2.925 -10.341 2.520 0.380
H 2.249 -9.434 1.143 0.333
F 2.413 -4.652 -1.939 -0.856
C -0.950 2.024 -2.229 0.797
O -0.651 1.116 -1.468 -0.682
O -0.178 2.570 -3.025 -0.666
O -2.072 2.536 -2.320 -0.851
C 1.712 1.616 5.165 -0.486
N 2.262 2.677 4.278 0.852
O 3.491 2.807 4.246 -0.511
O 1.444 3.349 3.639 -0.491
H 2.540 1.107 5.663 0.323
H 1.063 2.102 5.896 0.305
H 1.152 0.919 4.538 -0.006
K -3.685 1.975 -1.172 0.937
N -5.372 6.601 -1.995 0.942
O -4.498 7.250 -2.594 -0.612
O -6.378 7.177 -1.550 -0.664
O -5.240 5.375 -1.842 -0.654
C 2.509 9.794 -0.908 -1.211
C 1.691 8.771 -0.125 -0.367
C 1.955 7.319 -0.540 -0.623
N 1.024 6.743 -1.648 0.333
C 0.904 7.699 -2.838 -0.767
C -0.077 7.199 -3.889 -0.916
C -1.448 6.941 -3.280 -0.635
C -1.357 5.976 -2.109 -0.066
C -0.363 6.447 -1.049 -0.789
C 1.692 5.427 -2.091 -1.011
H 2.165 9.913 -1.937 0.275
H 2.435 10.776 -0.428 0.384
H 3.568 9.515 -0.937 0.321
H 0.629 9.033 -0.155 0.237
H 1.997 8.868 0.924 0.420
H 1.823 6.661 0.328 0.395
H 2.987 7.206 -0.892 0.462
H 0.523 8.648 -2.453 0.449
H 1.906 7.842 -3.255 0.456
H -0.169 7.953 -4.679 0.394
H 0.297 6.293 -4.377 0.392
H -2.125 6.543 -4.043 0.392
H -1.879 7.890 -2.937 0.293
H -1.088 4.976 -2.472 -0.118
H -2.347 5.871 -1.648 0.347
H -0.234 5.686 -0.271 0.495
H -0.725 7.369 -0.585 0.278
H 1.799 4.785 -1.211 0.359
H 2.673 5.665 -2.513 0.311
H 1.075 4.929 -2.842 0.455
```

As for the LUMO energy: -0.0961 Ha. As for the total charge: 0. The total energy comes out at -102369.629 eV.



# 4
Below is a 2-piece molecular cluster, CH4NO3 overall at a distorted geometry, with properties calculated with ωB97M-V/def2-TZVPD.

The geometry in XYZ format:
```
9
Properties=species:S:1:pos:R:3:mulliken_charge:R:1
C 1.881 0.060 0.138 -0.434
N 1.473 -1.141 0.284 -0.369
O 0.315 -1.675 -0.160 -0.594
O -2.416 -0.810 0.328 -0.405
O -1.529 -0.105 -0.505 -0.507
H 2.934 -0.044 0.525 0.249
H 1.387 0.947 -0.173 0.321
H -0.739 -0.823 -0.550 0.399
H -1.651 -1.238 0.725 0.340
```

As for the LUMO energy: 0.1708 Ha. As for the total charge: -1. The total energy comes out at -8729.984 eV. The value obtained for the relative energy (zero: lowest compared OMol25 entry of this formula, charge and spin) is 6.959 eV.